Entry 1:
A molecular structure, C29H46DyP2S in a non-equilibrium geometry, computed with ωB97M-V/def2-TZVPD.

Geometry (Å):
1 Dy 0.05833 -0.09903 1.16308
2 C -0.71484 -2.30557 2.37890
3 C 0.57970 -2.56317 1.81187
4 C 0.84913 -1.13483 3.60849
5 C -0.53662 -1.42105 3.48755
6 C 1.54085 -1.79716 2.55252
7 C -1.99316 -2.95862 2.00912
8 H -2.01400 -3.22878 0.94832
9 H -2.84517 -2.29646 2.20583
10 H -2.15569 -3.88262 2.58804
11 C -1.57803 -0.97343 4.44323
12 H -2.53515 -1.45417 4.22359
13 H -1.72334 0.11527 4.39087
14 H -1.30218 -1.21512 5.48197
15 C 1.49566 -0.41715 4.73211
16 H 1.05485 -0.72134 5.69230
17 H 1.36437 0.66768 4.63773
18 H 2.57401 -0.61600 4.77042
19 C 3.01294 -1.89949 2.41780
20 H 3.41445 -2.66535 3.10237
21 H 3.49479 -0.95122 2.68127
22 H 3.32292 -2.16502 1.39978
23 C 0.90095 -3.65275 0.85606
24 H 1.23040 -4.55418 1.39941
25 H 1.71550 -3.36734 0.18047
26 H 0.03383 -3.93974 0.25308
27 C -1.27032 1.05635 -4.09530
28 C -1.54301 -0.25867 -4.18449
29 C -0.87546 -1.18921 -5.15874
30 C 0.63208 -0.95088 -5.45415
31 C 1.40752 -0.50461 -4.25832
32 C 1.71645 0.78080 -3.97422
33 C 1.05806 1.96635 -4.60776
34 C -0.41340 1.78457 -5.07860
35 H -1.42489 -1.16608 -6.11810
36 H 0.75820 -0.26473 -6.30792
37 H -0.97253 -2.22664 -4.80314
38 H -0.43470 1.29658 -6.06457
39 H -1.80086 1.72094 -3.39934
40 H -2.46192 -0.66856 -3.74819
41 H -0.84025 2.79151 -5.22744
42 H 1.07523 2.81356 -3.90155
43 H 2.63804 1.01765 -3.43280
44 H 1.66165 2.29754 -5.47031
45 H 1.05567 -1.91852 -5.78567
46 H 1.85389 -1.33813 -3.71487
47 P -1.49255 -0.55119 -0.93827
48 C -2.97285 0.40578 -1.34318
49 C -1.36038 -2.16318 -1.79214
50 P 1.91347 0.23656 -0.69128
51 C 0.08220 0.38365 -1.51256
52 C 2.92456 -1.04449 -1.48615
53 C 2.71714 1.85043 -0.93879
54 H -2.99084 1.30752 -0.71600
55 H -3.86048 -0.18841 -1.08500
56 H -3.05303 0.70910 -2.38774
57 H -0.97738 -2.07897 -2.81491
58 H -2.35456 -2.62332 -1.82672
59 H -0.69587 -2.83305 -1.23333
60 H 2.50590 2.27798 -1.92536
61 H 3.80456 1.74523 -0.80742
62 H 2.35273 2.54573 -0.16784
63 H -0.12944 1.45356 -1.67294
64 H 0.19622 -0.05866 -2.49744
65 H 3.82454 -1.21228 -0.87391
66 H 3.24549 -0.76320 -2.49119
67 H 2.37832 -1.99891 -1.53400
68 S 0.40113 2.22197 2.40786
69 C -0.64922 3.02709 3.49899
70 C -0.81152 2.62210 4.84641
71 C -1.63191 3.35973 5.70245
72 C -2.28344 4.51040 5.24872
73 C -2.11790 4.92314 3.91521
74 C -1.30920 4.20164 3.04891
75 H -0.27686 1.74715 5.20849
76 H -1.76344 3.02510 6.73304
77 H -2.90920 5.08572 5.92282
78 H -2.62569 5.81566 3.55149
79 H -1.14444 4.51730 2.02109

F_max (eV/A): 3.87
Charge: +1
Kohn-Sham gap (spin up / spin down) (eV): 7.05 / 7.20
DFT total energy (Eh): -3098.2879
E_HOMO (spin up / spin down) (eV): -9.9 / -9.9
Spin multiplicity: 6
LUMO (spin up / spin down) (eV): -2.83 / -2.67

In elementary charge units, the Löwdin charges are: 1.064, -0.342, -0.355, -0.302, -0.299, -0.340, -0.053, 0.057, 0.079, 0.102, -0.019, 0.078, 0.071, 0.099, -0.033, 0.095, 0.043, 0.085, -0.047, 0.104, 0.085, 0.061, -0.042, 0.105, 0.060, 0.058, -0.130, -0.165, -0.174, -0.169, -0.130, -0.151, -0.162, -0.165, 0.131, 0.113, 0.103, 0.109, 0.104, 0.102, 0.126, 0.112, 0.088, 0.130, 0.125, 0.089, 0.796, -0.250, -0.226, 0.820, -0.482, -0.263, -0.247, 0.063, 0.068, 0.014, 0.015, 0.072, 0.024, 0.028, 0.072, 0.035, 0.067, -0.025, 0.062, 0.028, 0.047, 0.526, -0.709, -0.124, -0.083, -0.086, -0.089, -0.134, 0.077, 0.108, 0.101, 0.104, 0.090

Entry 2:
A molecular structure, C29H47BrCoN2OP2 in a non-equilibrium geometry, computed with ωB97M-V/def2-TZVPD.

Geometry (Å):
1 C -2.69840 -4.73385 2.23404
2 C -3.35976 -4.58009 0.99964
3 C -4.54869 -5.30614 0.75777
4 C -5.03623 -6.11815 1.79689
5 N -4.42524 -6.20591 2.98233
6 C -3.28355 -5.55864 3.20659
7 C -2.81520 -3.61616 0.08461
8 C -1.67431 -2.94485 -0.08671
9 C -0.33007 -2.54659 0.08966
10 C -0.05473 -1.44240 0.93388
11 C 1.12586 -0.72313 0.75118
12 C 1.96702 -1.08109 -0.32989
13 C 1.88352 -2.38087 -0.88782
14 C 0.69769 -3.09524 -0.73314
15 Co -2.94635 -2.30657 -1.19268
16 P -0.08619 2.34907 0.56546
17 H -5.11046 -5.21682 -0.17578
18 H -1.79281 -4.16764 2.44365
19 H -5.95791 -6.69857 1.66792
20 H -2.79078 -5.65654 4.18214
21 H 0.53894 -4.06740 -1.21257
22 H -0.76817 -1.20586 1.72022
23 H 2.71594 -2.80323 -1.45227
24 H 1.37259 0.12934 1.38741
25 C 0.81132 3.64560 -0.41285
26 C 0.02467 4.81384 -0.99635
27 H 1.30739 3.07582 -1.21557
28 H 1.62044 4.00126 0.24545
29 H 0.72975 5.55983 -1.38403
30 H -0.59904 4.50325 -1.84213
31 H -0.60405 5.31322 -0.25106
32 C -1.82126 2.27273 -0.06406
33 C -2.88017 1.77640 0.92721
34 H -1.79438 1.52501 -0.87410
35 H -2.12900 3.22303 -0.52669
36 H -3.78731 1.46127 0.38792
37 H -2.53684 0.88851 1.47900
38 H -3.18148 2.54718 1.64896
39 C -0.20116 3.14431 2.22600
40 C -0.85469 4.51401 2.39385
41 H 0.85170 3.17723 2.55136
42 H -0.70467 2.39426 2.85607
43 H -1.02111 4.68471 3.46494
44 H -0.20445 5.32637 2.04804
45 H -1.82974 4.60229 1.89746
46 Br 2.96191 0.21691 -1.19221
47 P -1.16601 -0.67769 -3.97606
48 C -1.59457 0.92523 -3.23642
49 C -1.59057 2.02748 -4.30626
50 H -0.84091 1.12933 -2.46142
51 H -2.58599 0.83486 -2.76968
52 H -2.07255 2.93246 -3.91803
53 H -0.57182 2.29931 -4.61580
54 H -2.13993 1.71655 -5.20483
55 C 0.68172 -0.41261 -4.01502
56 C 1.23595 -0.88489 -5.34737
57 H 1.13823 -0.93758 -3.16381
58 H 0.89781 0.65562 -3.88089
59 H 2.30523 -0.66408 -5.41589
60 H 1.09858 -1.96502 -5.45190
61 H 0.73062 -0.38211 -6.17945
62 C -1.41535 -2.07443 -2.81884
63 C -2.52332 -2.98509 -3.34958
64 H -1.55682 -1.47927 -1.81517
65 H -0.44165 -2.57633 -2.76584
66 H -2.46521 -4.03647 -3.04683
67 H -3.55907 -2.60185 -3.22097
68 H -2.36493 -2.98888 -4.43767
69 C 5.86500 1.01853 4.40976
70 N 4.64458 1.58195 3.83179
71 C 4.05829 2.71935 4.51024
72 C 4.10928 1.16596 2.64937
73 C 4.87717 0.12069 1.87360
74 O 3.02638 1.63843 2.25692
75 H 5.95126 1.38433 5.44952
76 H 6.77336 1.32745 3.84304
77 H 5.81820 -0.09159 4.41040
78 H 4.53824 3.65629 4.19170
79 H 2.99286 2.77193 4.29146
80 H 4.22426 2.59553 5.58535
81 H 4.34552 -0.83562 1.94750
82 H 4.88994 0.41518 0.82082
83 H 5.90569 -0.01269 2.22653

F_max (eV/A): 5.03
Energy relative to the best compared isomer or geometry (same formula, charge and spin) (kJ/mol): 34.5
Charge: +2
Kohn-Sham gap (spin up / spin down) (eV): 6.99 / 4.72
DFT total energy (Eh): -5956.6953
E_HOMO (spin up / spin down) (eV): -13.4 / -13.4
Spin multiplicity: 4
LUMO (spin up / spin down) (eV): -6.46 / -8.73

In elementary charge units, the Löwdin charges are: 0.003, -0.237, 0.002, -0.106, 0.076, -0.108, -0.064, -0.132, -0.247, -0.012, -0.129, -0.669, -0.093, -0.018, 0.663, 1.193, 0.115, 0.115, 0.122, 0.121, 0.143, 0.125, 0.127, 0.064, -0.356, -0.116, 0.060, 0.100, 0.098, 0.071, 0.067, -0.364, -0.129, 0.025, 0.102, 0.084, 0.067, 0.079, -0.366, -0.109, 0.072, 0.088, 0.096, 0.082, 0.075, 0.895, 1.001, -0.471, -0.139, 0.046, 0.074, 0.073, 0.076, 0.077, -0.421, -0.159, 0.029, 0.065, 0.078, 0.072, 0.075, -0.445, -0.158, 0.073, 0.083, 0.098, 0.100, 0.093, -0.045, -0.155, -0.037, -0.480, -0.003, -0.052, 0.095, 0.106, 0.101, 0.105, 0.072, 0.092, 0.095, 0.035, 0.072